DFT (wB97M-V/def2-TZVPD) results for a cluster of 2 separate species, C9H13NO in total in a non-equilibrium geometry.

```
24
Properties=species:S:1:pos:R:3
C 0.93478 1.47991 1.80745
C 1.38488 0.52638 0.79536
C 1.98908 0.75331 -0.40676
C 2.22166 -0.31914 -1.35247
C 1.73491 -1.54888 -1.02712
C 1.15089 -1.80289 0.19440
C 1.00740 -0.81612 1.16447
H 0.70139 1.03282 2.70643
H -0.03216 2.33117 1.69351
H 1.59804 2.39700 2.04647
H 2.49415 1.83821 -0.60489
H 2.87792 -0.11484 -2.34899
H 2.11515 -2.30110 -1.68811
H 0.93955 -2.85525 0.19210
H 0.65623 -0.92930 2.19556
C -2.61235 -1.09466 -0.62442
C -2.86510 0.38250 -0.63013
N -1.84242 1.40688 -0.72128
O -3.94402 0.86628 -0.59663
H -1.69349 -1.39141 -1.09620
H -3.41852 -1.72878 -1.15979
H -2.44794 -1.49388 0.39053
H -2.07634 2.17476 -0.13643
H -0.87370 1.20702 -0.79307
```

As for the gap between HOMO and LUMO: 10.1 eV. The structure (SMILES) is Cc1ccccc1.CC(N)=O. The energy is -480.66038 a.u. For the energy above the lowest of the compared OMol25 structures with the same formula, charge and spin, the calculation gives 2.636 eV.

***

DFT (wB97M-V/def2-TZVPD) results for the ion C5H12N3O with charge +1 in a non-equilibrium geometry.

```
21
Properties=species:S:1:pos:R:3
C 3.67918 0.09506 -0.45640
C 2.34876 0.57015 -0.07494
N 1.29500 -0.12849 -0.32569
C 0.02521 0.26807 -0.30560
N -0.28999 1.56133 -0.66777
N -0.98572 -0.54634 -0.08682
C -0.90845 -1.83193 0.52328
O -2.28962 -0.02246 -0.42166
C -3.28489 0.20599 0.59615
H 4.32316 1.03320 -0.55134
H 4.20340 -0.72701 0.03335
H 3.43958 -0.39430 -1.39114
H 2.18744 1.62535 0.40354
H 0.52442 2.11288 -0.75876
H -1.15505 1.91686 -1.01433
H -1.34440 -2.56239 -0.15431
H 0.09140 -2.17006 0.69281
H -1.41414 -1.80550 1.50398
H -4.08378 0.57984 -0.03531
H -2.84711 0.96773 1.33765
H -3.51438 -0.74796 1.15331
```

The net charge is +1. As for the gap between HOMO and LUMO: 9.7 eV. The structure (SMILES) is C/C=N/C(=[NH2+])N(C)OC. The energy is -436.88635 a.u. For the energy above the lowest of the compared OMol25 structures with the same formula, charge and spin, the calculation gives 3.876 eV.

***

DFT (wB97M-V/def2-TZVPD) results for the molecule C4H7NO2.

```
14
Properties=species:S:1:pos:R:3
C 0.62893 0.54487 -1.58642
C 0.11375 -0.15850 -0.36592
N 0.68281 -1.12252 0.25493
O 1.86267 -1.54482 -0.31513
C -1.17809 0.17961 0.31323
C -1.10288 0.41310 1.74721
O -1.37808 1.48081 0.84204
H 0.75536 -0.15091 -2.42304
H -0.04433 1.35174 -1.88816
H 1.61494 0.97541 -1.37896
H 2.13399 -2.22470 0.31823
H -2.07898 -0.26944 -0.10999
H -1.89935 0.06599 2.39923
H -0.11074 0.45935 2.19274
```

As for the gap between HOMO and LUMO: 10.7 eV. The structure (SMILES) is C/C(=N\O)[C@H]1CO1. The energy is -361.74419 a.u. For the energy above the lowest of the compared OMol25 structures with the same formula, charge and spin, the calculation gives 3.719 eV.

***

DFT (wB97M-V/def2-TZVPD) results for a structure of composition C33H53MoN2O2P2S in a non-equilibrium geometry.

```
94
Properties=species:S:1:pos:R:3
C 1.43024 -0.11717 -2.37600
C -0.77652 0.61186 -2.63425
C 1.64806 -0.09567 -3.74935
C -0.54721 0.81938 -4.01565
C 0.67147 0.47773 -4.57378
H 2.58623 -0.50759 -4.12078
H -1.38633 1.17928 -4.60304
H 0.87506 0.62241 -5.63379
N 0.33756 0.46315 -1.82650
P 2.24540 -0.19075 0.25206
P -2.53426 0.44011 -0.34712
C 2.32457 -0.89489 -1.44689
H 2.00039 -1.95140 -1.42493
H 3.35148 -0.89116 -1.83617
C -0.32610 0.07379 2.18491
O -0.43557 0.08813 3.36600
C -2.05350 0.44540 -2.06660
H -2.87303 0.64411 -2.76495
C -4.12990 -0.63761 -0.51093
C -2.89883 2.13405 0.47479
C 2.94886 -1.55662 1.33633
C 3.38889 1.31160 0.01405
C -4.08677 -1.63743 0.65500
H -3.98014 -1.15110 1.63083
H -5.03361 -2.19501 0.67258
H -3.27572 -2.36517 0.55219
C -5.43555 0.16948 -0.45387
H -5.59484 0.71632 0.47884
H -5.51716 0.85562 -1.30518
H -6.26355 -0.54872 -0.54834
C -4.19028 -1.38409 -1.85523
H -5.01395 -2.10582 -1.80640
H -4.39448 -0.70351 -2.69119
H -3.27247 -1.93075 -2.08714
C -3.50899 1.86712 1.86426
H -2.81108 1.33508 2.52412
H -3.74374 2.83125 2.33727
H -4.43708 1.28566 1.82984
C -1.57818 2.90219 0.62680
H -0.85460 2.39199 1.28521
H -1.10089 3.09661 -0.34260
H -1.79278 3.87487 1.09488
C -3.81592 2.98117 -0.40903
H -4.81376 2.55676 -0.53811
H -3.94057 3.96412 0.06905
H -3.36994 3.14034 -1.39805
C 3.93687 1.75132 1.37401
H 4.46553 2.70644 1.23752
H 3.12579 1.94041 2.08668
H 4.65685 1.04352 1.80042
C 2.51437 2.45284 -0.53133
H 1.97689 2.18186 -1.44556
H 1.78884 2.79673 0.21874
H 3.17451 3.29872 -0.76971
C 4.55590 1.06745 -0.96361
H 5.23203 1.93340 -0.90427
H 5.15145 0.17762 -0.72387
H 4.22471 1.00220 -2.00742
C 2.05896 -2.81144 1.21434
H 2.03480 -3.22209 0.19686
H 2.46238 -3.58742 1.88385
H 1.02400 -2.60441 1.52719
C 2.92925 -1.10562 2.80527
H 1.92306 -0.81218 3.12957
H 3.25535 -1.95047 3.42893
H 3.60780 -0.26873 2.99316
C 4.38842 -1.88094 0.90687
H 4.45840 -2.16891 -0.15030
H 5.07667 -1.04738 1.09579
H 4.74462 -2.73589 1.50135
Mo -0.15394 0.13463 0.27735
N -0.66659 -1.53064 -0.63813
C -1.22743 -2.19197 -1.46318
C -1.37854 -3.58256 -1.79771
C -1.23731 -4.50195 -0.74545
C -1.60968 -4.03501 -3.11699
C -1.33068 -5.87148 -0.99407
H -1.04315 -4.13520 0.25979
C -1.69568 -5.40858 -3.35247
H -1.68943 -3.29452 -3.91792
C -1.55850 -6.32601 -2.29964
H -1.20575 -6.57359 -0.16893
H -1.85485 -5.77002 -4.37250
H -1.61416 -7.39321 -2.51106
C 1.83080 2.95732 4.80185
S 1.23461 4.08789 3.53518
C 2.66355 5.17563 3.35131
O 1.15700 3.26502 2.28295
H 1.60189 3.40176 5.77436
H 2.91182 2.81211 4.68126
H 1.29178 2.01219 4.67318
H 3.49439 4.81929 3.97033
H 2.94345 5.20778 2.29348
H 2.34810 6.16901 3.68933
```

The net charge is +3. As for the gap between HOMO and LUMO (alpha / beta): 4.0 / 4.1 eV. The energy is -2697.23579 a.u. For the energy above the lowest of the compared OMol25 structures with the same formula, charge and spin, the calculation gives 3.343 eV. The spin multiplicity is 3.